ORCA calculation (ωB97M-V/def2-TZVPD) on 11 unconnected molecules or ions with the total composition C57H135N8O13 in a non-equilibrium geometry.

**Orbital gap**: 8.794 eV
**DFT total energy**: -3667.36226 Eh
**HOMO**: -18.276 eV
**E_LUMO**: -9.482 eV

```
! RIJCOSX wB97M-V def2-TZVPD def2/J DEFGRID3
* xyz 5 1
C 2.9440 -1.6107 -3.2761
C 2.7695 -0.1174 -3.7174
C 4.1185 0.5828 -3.3584
N 4.2680 2.0457 -3.7400
C 5.5723 2.5472 -3.1965
C 5.8413 4.0626 -3.3702
C 4.6952 4.8701 -2.7041
C 3.3055 4.3271 -3.2529
C 3.1177 2.8601 -3.0988
C 4.1935 2.1379 -5.2393
H 2.9647 -1.6900 -2.1882
H 3.8377 -2.0651 -3.6983
H 2.0731 -2.1739 -3.5695
H 1.8792 0.1929 -3.1470
H 2.6181 -0.0504 -4.8236
H 4.9044 0.0864 -3.9097
H 4.3469 0.3959 -2.3038
H 5.6464 2.1313 -2.1820
H 6.3507 1.9808 -3.7211
H 6.8316 4.2617 -2.9682
H 5.9483 4.3020 -4.4349
H 4.7791 4.6331 -1.6304
H 4.7724 5.9526 -2.8495
H 2.4887 4.7748 -2.6967
H 3.1446 4.5747 -4.3036
H 3.1648 2.5263 -2.0681
H 2.2170 2.4688 -3.5512
H 3.1645 1.9444 -5.5071
H 4.9287 1.4677 -5.6874
H 4.4410 3.1514 -5.4547
C -6.3738 -3.2291 -1.1765
C -5.1866 -4.0868 -0.6510
C -5.2673 -3.8632 0.8798
N -4.2299 -4.5352 1.7371
C -4.4057 -4.2095 3.1876
C -3.4234 -4.9284 4.0973
C -3.5908 -6.4626 3.9079
C -3.3890 -6.8343 2.4014
C -4.3647 -6.0530 1.5365
C -2.8696 -4.1212 1.2626
H -6.1749 -2.1742 -0.9753
H -7.3559 -3.3894 -0.7105
H -6.4919 -3.2689 -2.2492
H -4.2382 -3.6432 -1.0274
H -5.2661 -5.1095 -1.0102
H -6.2087 -4.2614 1.2287
H -5.2215 -2.8132 1.1729
H -5.4299 -4.4753 3.4850
H -4.2060 -3.1188 3.3117
H -3.7122 -4.6901 5.1275
H -2.4345 -4.5367 3.9302
H -4.5948 -6.7786 4.2112
H -2.8110 -7.0494 4.4334
H -3.6484 -7.8850 2.2396
H -2.3539 -6.8171 2.0720
H -5.4155 -6.2744 1.7882
H -4.2360 -6.1798 0.4633
H -2.1392 -4.7550 1.7386
H -2.5971 -3.1040 1.5003
H -2.7854 -4.2873 0.2059
C 0.9212 -5.6381 0.8408
C 2.3262 -5.2888 1.3007
C 2.3260 -3.8475 1.6626
N 3.6351 -3.2122 2.0468
C 4.2230 -3.8944 3.3379
C 5.5425 -3.2371 3.7111
C 6.5161 -3.3406 2.5451
C 5.9271 -2.6940 1.2909
C 4.5873 -3.2907 0.9117
C 3.3084 -1.7687 2.3449
H 0.6464 -5.3056 -0.1841
H 0.2600 -5.2570 1.6265
H 0.8367 -6.7041 0.8336
H 3.0139 -5.5232 0.4759
H 2.5130 -5.9269 2.1787
H 1.5840 -3.6872 2.4199
H 2.0211 -3.2891 0.7861
H 4.3357 -4.9063 3.0243
H 3.4445 -3.7895 4.0774
H 5.9473 -3.8169 4.5524
H 5.2902 -2.1905 3.9036
H 6.7469 -4.3773 2.3066
H 7.4766 -2.9004 2.8023
H 6.5841 -2.7880 0.4348
H 5.9182 -1.5983 1.3135
H 4.7491 -4.3368 0.6443
H 4.1298 -2.7009 0.0980
H 2.4799 -1.7887 3.0526
H 3.0328 -1.1628 1.5094
H 4.1924 -1.2412 2.7194
C -4.6888 5.5684 -4.8914
C -4.0628 4.6850 -3.7967
C -5.1174 4.0037 -2.8656
C -4.3256 3.1363 -1.8473
N -5.1171 2.0830 -1.1563
C -4.2524 1.4300 -0.0841
C -4.3974 -0.0422 -0.2720
C -4.4434 -0.1023 -1.8481
C -5.4665 0.9464 -2.0548
C -6.3435 2.7137 -0.5581
C -7.1102 1.8871 0.4532
C -8.0613 2.8685 1.1261
H -4.9007 4.9576 -5.7629
H -3.9216 6.2515 -5.2431
H -5.5364 6.1582 -4.5336
H -3.4769 5.2818 -3.0915
H -3.4365 3.8784 -4.2593
H -5.7018 3.3608 -3.5121
H -5.7550 4.7332 -2.3346
H -3.8523 3.7686 -1.0748
H -3.5822 2.6073 -2.4238
H -4.5621 1.8433 0.8804
H -3.2331 1.7995 -0.2755
H -5.3774 -0.4279 0.0453
H -3.6453 -0.6277 0.2767
H -4.7981 -1.0699 -2.1652
H -3.4650 0.0662 -2.3055
H -6.4657 0.6492 -1.7620
H -5.5624 1.3020 -3.0618
H -7.0460 2.9473 -1.3509
H -6.0966 3.6875 -0.1302
H -6.4680 1.4993 1.2831
H -7.6406 0.9989 0.0578
H -8.7638 2.4228 1.8141
H -8.5773 3.4977 0.3895
H -7.4056 3.5081 1.7229
C 2.6484 6.5184 2.4895
C 1.7141 6.0729 1.3459
C 2.3833 6.4921 0.0365
O 1.4961 6.4647 -1.0847
C 0.6904 7.6585 -1.1497
N 1.3036 4.6425 1.2876
H 0.1794 4.5685 1.3126
H 1.5854 4.2386 0.4009
H 1.7577 4.0816 2.0294
H 2.4488 6.1272 3.4900
H 2.6079 7.6116 2.5564
H 3.5998 6.1844 2.1434
H 0.7555 6.6033 1.4830
H 3.1799 5.7669 -0.1551
H 2.8456 7.4943 0.1355
H 1.1982 8.4143 -1.7698
H 0.4043 8.1036 -0.1802
H -0.2267 7.4404 -1.6626
C 0.3517 -0.7547 -0.9436
C 0.3925 0.7387 -0.5580
C -0.2016 1.6558 -1.6207
O 0.3165 2.9566 -1.3951
C -0.3825 3.8420 -2.3045
N -0.3243 1.0348 0.7339
H -0.9343 0.2331 1.0822
H 0.3596 1.3588 1.4650
H -1.0136 1.8479 0.5963
H 0.6728 -0.8395 -1.9956
H -0.6011 -1.2774 -0.8843
H 1.1148 -1.2772 -0.3469
H 1.4445 0.9947 -0.4823
H -1.3266 1.6552 -1.6303
H 0.1575 1.2765 -2.5638
H 0.2164 4.7515 -2.3423
H -1.3960 4.0018 -1.9257
H -0.3908 3.3608 -3.2929
C 2.4826 -8.0478 -2.2837
C 2.5322 -7.2186 -3.5598
C 2.0845 -5.7998 -3.2508
O 0.7379 -5.8151 -2.9073
C -0.0006 -4.5866 -3.1440
N 3.8722 -7.2081 -4.1823
H 4.4972 -6.7694 -3.4878
H 4.2391 -8.1734 -4.3442
H 3.9204 -6.6694 -5.0832
H 1.4247 -8.0878 -2.0279
H 3.1167 -7.6467 -1.5040
H 2.7844 -9.0924 -2.4736
H 1.8935 -7.7216 -4.2762
H 2.2478 -5.0504 -4.0599
H 2.7611 -5.4651 -2.4464
H -0.9634 -4.8745 -2.7720
H 0.0969 -4.3890 -4.1955
H 0.4337 -3.8172 -2.5274
C 2.3820 2.7707 6.2057
C 1.3888 2.0909 5.3486
C 0.4723 3.1429 4.6564
O -0.3793 3.6101 5.6549
C -1.1441 4.7706 5.2845
N 2.0596 1.2202 4.2643
H 2.9088 0.7876 4.6608
H 1.4694 0.4162 3.8897
H 2.4245 1.7205 3.4023
H 2.8335 3.7034 5.7704
H 3.2519 2.1386 6.4270
H 1.8861 3.1512 7.0881
H 0.8648 1.3236 5.9274
H -0.0057 2.6432 3.7945
H 1.1124 3.9068 4.1706
H -0.4972 5.4538 4.7099
H -1.3708 5.2345 6.2301
H -2.0473 4.4003 4.8256
O -0.9270 -2.5494 3.6287
C -0.5558 -1.3763 2.7767
O 0.5446 -0.7520 3.0092
O -1.2569 -1.3525 1.8158
H -0.3327 -2.6980 4.3807
O 4.1624 2.9505 0.8516
C 3.2306 1.8805 0.8744
O 3.2788 0.8680 0.1020
O 2.3591 2.0589 1.7869
H 4.9419 2.7682 0.3188
O -3.5579 4.3286 1.1541
C -2.1448 4.1983 1.0507
O -1.4650 4.9732 1.7977
O -1.8070 3.2987 0.2089
H -4.0330 4.9036 1.7326
*
```

Results of the Mulliken charge analysis, in e, for atoms 1 through 8:
1. C -1.51
2. C 0.80
3. C -1.28
4. N 0.31
5. C -0.45
6. C -1.16
7. C -0.31
8. C -0.56